{"formula": "C23H27FN2O6S", "method": "the ωB97M-V functional and the def2-TZVPD basis", "species": ["C", "O", "C", "C", "C", "C", "C", "C", "C", "O", "N", "C", "C", "C", "C", "C", "O", "C", "C", "O", "N", "S", "O", "O", "C", "C", "C", "C", "F", "C", "C", "C", "C", "H", "H", "H", "H", "H", "H", "H", "H", "H", "H", "H", "H", "H", "H", "H", "H", "H", "H", "H", "H", "H", "H", "H", "H", "H", "H", "H"], "xyz": [[-4.208, 0.326, -7.056], [-3.013, -0.381, -6.824], [-2.378, -0.215, -5.633], [-1.196, -0.940, -5.466], [-0.474, -0.839, -4.297], [-0.909, -0.020, -3.262], [-0.136, 0.064, -1.969], [-0.786, -0.817, -0.898], [0.218, -1.108, 0.206], [1.418, -0.971, 0.013], [-0.269, -1.601, 1.360], [-1.686, -1.612, 1.676], [-1.935, -2.310, 3.006], [-1.229, -1.592, 4.173], [0.063, -0.929, 3.667], [0.630, -1.717, 2.495], [-2.054, -0.598, 4.756], [-2.489, -1.060, 6.014], [-1.373, -2.024, 6.420], [-0.965, -2.558, 5.181], [-0.132, 1.438, -1.496], [0.381, 1.949, -0.009], [-0.369, 1.285, 1.019], [0.277, 3.379, -0.083], [2.123, 1.571, 0.184], [2.973, 1.622, -0.903], [4.324, 1.375, -0.724], [4.782, 1.095, 0.551], [6.095, 0.854, 0.730], [3.940, 1.062, 1.650], [2.593, 1.308, 1.455], [-2.085, 0.695, -3.429], [-2.817, 0.607, -4.600], [-4.048, 1.408, -7.019], [-4.527, 0.044, -8.058], [-4.986, 0.048, -6.337], [-0.866, -1.572, -6.275], [0.440, -1.405, -4.183], [0.892, -0.302, -2.126], [-1.101, -1.763, -1.346], [-1.655, -0.297, -0.501], [-2.228, -2.143, 0.889], [-2.057, -0.581, 1.736], [-3.007, -2.333, 3.207], [-1.569, -3.337, 2.977], [0.784, -0.880, 4.483], [-0.183, 0.082, 3.338], [0.752, -2.769, 2.772], [1.597, -1.321, 2.179], [-3.448, -1.587, 5.922], [-2.598, -0.202, 6.678], [-0.545, -1.486, 6.901], [-1.703, -2.845, 7.056], [0.135, 2.113, -2.196], [2.586, 1.846, -1.884], [5.016, 1.394, -1.551], [4.341, 0.844, 2.627], [1.892, 1.289, 2.273], [-2.427, 1.336, -2.630], [-3.726, 1.181, -4.694]], "forces_ev_per_angstrom": [[-0.192, 0.115, -0.033], [0.291, -0.136, 0.106], [0.131, -0.050, 0.108], [-0.180, 0.023, -0.126], [-0.078, 0.068, 0.035], [-0.007, 0.289, 0.075], [0.047, -0.775, 0.135], [0.393, 0.064, -0.059], [-0.142, -0.635, -0.177], [0.051, -0.170, -0.214], [0.042, -0.208, 0.206], [-0.401, 0.012, -0.048], [0.133, 0.169, 0.209], [0.215, -0.035, -0.533], [-0.280, -0.211, 0.109], [0.349, 0.088, 0.216], [0.203, 0.164, -0.154], [-0.072, -0.405, 0.248], [-0.090, 0.409, 0.202], [-0.090, -0.139, -0.275], [0.343, 0.348, 0.611], [0.117, 0.936, -0.245], [0.177, -0.264, -0.075], [0.135, -0.025, -0.200], [-0.577, 0.232, -0.057], [0.027, 0.022, 0.030], [0.066, -0.035, 0.122], [-0.147, 0.034, -0.015], [-0.096, 0.002, -0.014], [0.109, 0.037, -0.127], [0.006, 0.016, 0.004], [0.211, -0.117, 0.029], [-0.240, -0.016, -0.295], [-0.010, -0.041, 0.013], [-0.020, 0.053, 0.080], [0.034, 0.022, -0.018], [0.049, -0.076, -0.101], [0.127, -0.059, -0.001], [-0.271, 0.061, -0.006], [-0.017, 0.023, 0.043], [-0.153, -0.102, -0.043], [-0.035, 0.141, 0.081], [-0.096, -0.061, -0.073], [0.014, -0.044, 0.026], [-0.014, -0.027, -0.043], [-0.021, 0.045, 0.058], [0.054, 0.041, 0.015], [0.117, 0.062, -0.011], [-0.124, -0.166, 0.094], [0.071, 0.066, 0.059], [-0.025, -0.067, 0.012], [-0.087, -0.058, 0.011], [0.013, 0.074, 0.024], [0.004, 0.234, -0.099], [0.009, -0.003, -0.152], [0.068, 0.005, -0.059], [0.046, -0.012, 0.084], [-0.024, -0.058, 0.185], [-0.080, 0.100, 0.069], [-0.088, 0.041, -0.046]], "nbo_charge": [-0.253, -0.492, 0.298, -0.253, -0.181, -0.071, -0.059, -0.511, 0.727, -0.673, -0.443, -0.220, -0.457, 0.550, -0.470, -0.228, -0.531, -0.093, -0.094, -0.535, -0.875, 2.328, -0.956, -0.940, -0.299, -0.172, -0.277, 0.417, -0.321, -0.280, -0.156, -0.214, -0.251, 0.177, 0.202, 0.176, 0.226, 0.216, 0.222, 0.242, 0.242, 0.208, 0.210, 0.230, 0.224, 0.224, 0.240, 0.196, 0.249, 0.165, 0.197, 0.166, 0.196, 0.416, 0.220, 0.234, 0.234, 0.237, 0.227, 0.212], "smiles": "COc1ccc([C@H](CC(=O)N2CCC3(CC2)OCCO3)NS(=O)(=O)c2ccc(F)cc2)cc1", "homo_energy_ev": -8.62, "energy_ev": -53106.698, "homo_lumo_gap_ev": 9.25, "e_above_lowest_kj_mol": 31.32}

{"formula": "C8H11N3", "method": "the ωB97M-V functional and the def2-TZVPD basis", "species": ["C", "N", "N", "N", "C", "C", "C", "C", "C", "C", "C", "H", "H", "H", "H", "H", "H", "H", "H", "H", "H", "H"], "xyz": [[3.289, -0.774, 2.550], [2.908, -1.804, 1.572], [1.822, -1.743, 0.629], [1.418, -0.536, 0.652], [0.314, -0.122, -0.083], [-0.533, 0.815, 0.579], [-1.508, 1.412, -0.233], [-1.973, 0.836, -1.531], [-3.475, 1.284, -1.928], [-1.138, -0.138, -2.159], [-0.007, -0.529, -1.369], [3.470, 0.315, 2.428], [2.371, -0.734, 3.261], [4.164, -1.248, 2.936], [3.145, -2.716, 2.081], [-0.052, 1.029, 1.545], [-1.867, 2.475, -0.105], [-4.306, 0.388, -1.862], [-4.030, 1.881, -1.005], [-3.313, 1.976, -3.001], [-1.495, -0.863, -3.026], [0.794, -1.202, -1.930]], "forces_ev_per_angstrom": [[-3.040, 0.403, 1.171], [0.266, -1.174, -1.186], [1.058, 2.442, 2.657], [1.158, -1.818, 0.866], [-1.992, -0.417, -1.184], [1.328, 0.042, -1.971], [-0.423, 0.428, -1.187], [-0.420, -0.173, 1.546], [-0.332, 0.725, 0.225], [-1.666, -0.709, 1.514], [2.069, -1.678, -2.646], [0.046, -0.971, -1.392], [1.687, -0.100, -0.304], [0.478, 0.143, 1.019], [-1.254, 1.355, -2.109], [-1.147, 0.894, -0.256], [-0.170, -1.585, 0.779], [2.523, 1.804, -1.274], [2.090, -0.703, -2.513], [-1.392, -2.222, 3.174], [0.969, 2.112, 1.639], [-1.836, 1.202, 1.431]], "nbo_charge": [-0.449, -0.456, 0.059, -0.275, 0.062, -0.210, -0.214, -0.026, -0.679, -0.236, -0.209, 0.230, 0.186, 0.205, 0.384, 0.238, 0.220, 0.245, 0.232, 0.240, 0.236, 0.218], "smiles": "CN/N=N/c1ccc(C)cc1", "homo_energy_ev": -8.16, "energy_ev": -12938.945, "homo_lumo_gap_ev": 8.64, "e_above_lowest_kj_mol": 494.93}

{"formula": "C8H12MgO8", "method": "the ωB97M-V functional and the def2-TZVPD basis", "species": ["Mg", "C", "C", "O", "O", "H", "H", "H", "C", "C", "O", "O", "H", "H", "H", "C", "C", "O", "O", "H", "H", "H", "C", "C", "O", "O", "H", "H", "H"], "xyz": [[14.842, 0.699, -8.841], [15.155, -1.112, -4.891], [15.029, -1.262, -6.414], [14.765, -2.369, -6.860], [15.206, -0.159, -7.047], [15.268, -2.105, -4.446], [14.190, -0.763, -4.502], [15.922, -0.410, -4.570], [12.415, 1.590, -6.588], [11.941, 1.075, -7.937], [12.847, 0.663, -8.734], [10.722, 1.041, -8.169], [11.755, 2.369, -6.201], [13.443, 1.948, -6.621], [12.384, 0.761, -5.876], [17.012, 3.218, -10.884], [16.279, 2.388, -9.863], [16.825, 1.349, -9.410], [15.074, 2.639, -9.545], [17.799, 3.824, -10.428], [16.328, 3.870, -11.425], [17.510, 2.550, -11.587], [15.826, -0.453, -12.163], [15.293, -1.424, -11.118], [14.966, -0.958, -9.985], [15.237, -2.621, -11.453], [15.558, 0.588, -11.933], [15.315, -0.629, -13.117], [16.902, -0.505, -12.311]], "forces_ev_per_angstrom": [[-0.387, -1.657, 0.317], [-0.626, -0.434, 0.378], [0.223, 0.720, -0.070], [-0.045, -0.177, -0.031], [0.052, 0.079, 0.032], [0.354, 0.105, 0.002], [0.089, 0.230, -0.146], [0.097, -0.029, -0.087], [0.032, 0.158, 0.460], [-0.099, -0.375, -0.751], [-0.104, 0.497, 0.198], [0.112, 0.175, 0.251], [-0.034, -0.006, -0.125], [-0.006, -0.005, 0.004], [0.052, -0.044, -0.047], [0.166, 0.320, -0.222], [-0.528, -1.114, 0.423], [0.477, 0.540, -0.155], [0.314, 0.675, -0.399], [-0.094, -0.014, 0.153], [-0.024, 0.030, 0.064], [-0.071, -0.067, 0.028], [-0.754, 1.131, -0.610], [0.040, -0.733, 0.600], [0.103, 0.395, -0.546], [0.056, 0.333, -0.115], [0.245, -0.159, 0.273], [0.272, -0.355, 0.015], [0.087, -0.219, 0.104]], "nbo_charge": [1.806, -0.729, 0.790, -0.688, -0.922, 0.194, 0.202, 0.195, -0.726, 0.785, -0.878, -0.751, 0.190, 0.208, 0.215, -0.720, 0.744, -0.777, -0.828, 0.210, 0.211, 0.226, -0.720, 0.782, -0.857, -0.749, 0.190, 0.195, 0.203], "total_charge": -2, "homo_energy_ev": -2.38, "energy_ev": -30323.033, "homo_lumo_gap_ev": 7.51, "e_above_lowest_kj_mol": 0.00}

{"formula": "C5H6N2", "method": "the ωB97M-V functional and the def2-TZVPD basis", "species": ["C", "C", "C", "C", "C", "N", "N", "H", "H", "H", "H", "H", "H"], "xyz": [[-3.162, -0.194, -0.285], [-2.036, 0.039, 0.069], [1.487, 1.342, -0.137], [1.520, -0.207, 0.157], [0.131, -0.799, -0.081], [0.463, 1.916, -0.061], [-0.779, 0.089, 0.521], [-4.267, -0.235, -0.380], [2.498, 1.621, -0.328], [2.386, -0.674, -0.298], [1.704, -0.284, 1.311], [0.007, -1.014, -1.191], [0.047, -1.600, 0.703]], "forces_ev_per_angstrom": [[-2.830, 0.191, -0.261], [2.403, -0.096, 0.693], [3.331, -4.942, 0.245], [0.079, 0.311, 2.625], [1.486, -0.382, -0.184], [-4.330, 3.006, -0.007], [-2.072, 1.314, -0.406], [1.662, -0.039, -0.032], [0.701, 1.288, -0.300], [-0.168, -0.258, -0.390], [-0.132, 0.327, -1.931], [-0.338, -0.240, 1.472], [0.208, -0.480, -1.525]], "nbo_charge": [-0.263, 0.133, -0.028, -0.431, -0.269, -0.178, -0.329, 0.249, 0.213, 0.222, 0.225, 0.202, 0.252], "homo_energy_ev": [-8.60, -8.79], "energy_ev": -8256.269, "homo_lumo_gap_ev": [7.80, 8.53], "e_above_lowest_kj_mol": 587.56}